Record 1
A cluster of 3 separate species, C34H64F9N2O9P2S2 in total. Source: the OMol25 dataset; level of theory: ωB97M-V/def2-TZVPD.

Geometry as ORCA input:
```
! RIJCOSX wB97M-V def2-TZVPD def2/J DEFGRID3
* xyz 1 1
C 3.346 3.749 7.818
C 2.386 3.447 6.561
C 2.701 2.003 5.848
O 1.544 1.252 5.520
C 1.407 0.787 4.135
P 1.470 2.402 3.114
N 0.577 2.291 1.599
O 0.599 3.659 3.957
C -0.056 0.051 4.212
S -1.486 1.208 4.499
O -1.887 2.039 3.333
O -2.582 0.304 5.044
F -1.185 2.257 5.804
C -0.325 -1.152 3.195
C -1.503 -0.869 2.095
O -1.361 0.037 1.219
C -2.853 -1.712 1.944
F -2.887 -2.531 0.748
F -3.052 -2.689 3.002
C -4.226 -0.890 1.893
F -5.235 -1.901 1.634
F -4.630 -0.293 3.109
C -4.408 0.179 0.718
F -5.818 0.188 0.392
F -3.736 -0.112 -0.501
C -4.054 1.704 1.095
O -4.682 2.386 1.951
O -3.002 2.418 0.411
C 0.973 -1.941 2.610
P 0.364 -3.024 1.192
S 0.041 -2.334 -0.556
N 2.255 -1.166 2.513
C 2.281 -0.430 1.217
C 3.390 0.641 0.868
C 4.822 -0.008 0.424
F 2.943 1.364 -0.327
O 3.435 -1.857 2.599
C 3.597 -3.153 2.080
C 5.082 -3.698 2.514
C 6.117 -2.511 2.852
C 5.674 -4.798 1.501
C 6.832 -4.190 0.523
C 4.577 -5.641 0.683
C 2.471 -0.326 3.795
O 2.603 -1.185 4.968
F 3.856 0.126 3.769
H 2.680 4.082 8.687
H 3.951 2.836 8.143
H 4.108 4.595 7.610
H 2.641 4.252 5.764
H 1.276 3.587 6.796
H 3.272 1.421 6.680
H 3.490 2.228 5.061
H 1.218 2.690 0.877
H -0.226 2.961 1.584
H 1.054 4.502 3.739
H -0.007 -0.470 5.257
H -0.861 -1.971 3.831
H -3.064 2.263 -0.562
H 1.215 -2.736 3.434
H 1.249 -4.170 1.044
H -0.868 -3.636 1.676
H 1.195 -0.096 0.979
H 2.476 -1.239 0.400
H 3.645 1.436 1.636
H 5.027 0.223 -0.686
H 4.808 -1.166 0.499
H 5.688 0.366 1.085
H 2.877 -3.979 2.462
H 3.572 -3.123 0.917
H 4.897 -4.246 3.521
H 6.395 -1.881 1.942
H 7.097 -3.015 3.207
H 5.758 -1.869 3.733
H 6.240 -5.567 2.162
H 7.766 -3.874 1.133
H 7.196 -5.027 -0.187
H 6.491 -3.259 -0.047
H 3.674 -5.914 1.328
H 4.288 -5.072 -0.287
H 5.106 -6.601 0.314
H 1.769 -1.639 5.191
C -2.698 5.590 -5.187
C -1.252 5.128 -5.059
C -1.006 3.738 -5.649
C -1.777 2.596 -4.981
C -1.535 2.433 -3.480
C -0.090 2.097 -3.134
H -3.380 4.940 -4.633
H -2.806 6.601 -4.787
H -3.010 5.605 -6.234
H -0.949 5.158 -4.008
H -0.611 5.845 -5.584
H 0.068 3.525 -5.608
H -1.267 3.753 -6.714
H -1.514 1.660 -5.486
H -2.851 2.735 -5.149
H -2.177 1.624 -3.112
H -1.841 3.337 -2.941
H 0.225 1.175 -3.630
H 0.014 1.953 -2.054
H 0.592 2.899 -3.428
C -5.768 -0.539 -3.996
C -4.722 -0.361 -5.089
C -5.328 -0.107 -6.470
C -6.194 -1.241 -7.025
C -5.496 -2.598 -7.145
C -4.316 -2.586 -8.108
H -6.396 -1.415 -4.177
H -5.280 -0.677 -3.027
H -6.414 0.340 -3.927
H -4.064 -1.235 -5.113
H -4.088 0.494 -4.826
H -4.516 0.109 -7.174
H -5.937 0.803 -6.428
H -6.561 -0.943 -8.013
H -7.084 -1.360 -6.398
H -6.227 -3.332 -7.502
H -5.165 -2.947 -6.162
H -4.632 -2.277 -9.108
H -3.883 -3.586 -8.184
H -3.527 -1.909 -7.770
*
```

Mulliken atomic charge list, values in e, 99 entries:
1 C -1.015
2 C -0.106
3 C -0.362
4 O -0.447
5 C 1.104
6 P -0.224
7 N -0.465
8 O -0.414
9 C -1.578
10 S 1.300
11 O -0.466
12 O -0.605
13 F -0.276
14 C 1.659
15 C -1.579
16 O 0.038
17 C 0.628
18 F -0.270
19 F -0.334
20 C 0.150
21 F -0.309
22 F -0.197
23 C 1.126
24 F -0.305
25 F -0.217
26 C 0.132
27 O -0.492
28 O -0.379
29 C -1.508
30 P 0.317
31 S -0.291
32 N 1.062
33 C -0.309
34 C 0.205
35 C -0.678
36 F -0.379
37 O 0.162
38 C -0.616
39 C 0.165
40 C -1.295
41 C 0.185
42 C -1.038
43 C -1.212
44 C -0.221
45 O -0.440
46 F -0.422
47 H 0.263
48 H 0.344
49 H 0.269
50 H 0.154
51 H 0.234
52 H 0.290
53 H 0.135
54 H 0.332
55 H 0.315
56 H 0.393
57 H 0.686
58 H 0.551
59 H 0.292
60 H 0.996
61 H 0.159
62 H 0.168
63 H -0.134
64 H 0.594
65 H 0.126
66 H 0.401
67 H -0.183
68 H 0.291
69 H 0.399
70 H 0.335
71 H 0.338
72 H 0.198
73 H 0.434
74 H 0.306
75 H 0.309
76 H 0.290
77 H 0.369
78 H 0.182
79 H 0.233
80 H 0.271
81 H 0.433
82 H 0.440
83 C -1.170
84 C -0.408
85 C -0.901
86 C -0.861
87 C 0.232
88 C -0.973
89 H 0.264
90 H 0.377
91 H 0.295
92 H 0.251
93 H 0.387
94 H 0.329
95 H 0.434
96 H 0.415
97 H 0.313
98 H 0.025
99 H 0.309



Record 2
A cluster of 13 separate species, C34H66F3N3O32S3 in total. Source: the OMol25 dataset; level of theory: ωB97M-V/def2-TZVPD.

Geometry as ORCA input:
```
! RIJCOSX wB97M-V def2-TZVPD def2/J DEFGRID3
* xyz 2 1
N 13.131 8.620 7.313
H 13.999 8.259 7.682
H 12.823 8.186 6.455
H 13.196 9.598 7.067
H 12.320 8.577 7.914
N 7.531 6.312 7.989
H 7.744 6.578 7.038
H 7.500 5.303 8.002
H 6.604 6.639 8.218
H 8.265 6.657 8.591
N 8.890 11.787 6.793
H 9.697 11.869 6.193
H 9.151 11.568 7.744
H 8.301 10.983 6.627
H 8.249 12.553 6.639
C 9.411 10.484 11.330
O 8.653 11.554 10.769
O 9.620 9.652 10.164
C 10.562 10.849 12.332
F 11.786 11.086 11.760
F 10.369 11.810 13.268
F 10.784 9.830 13.135
C 7.917 12.436 11.687
C 6.908 13.444 10.880
H 7.509 14.067 10.218
H 6.280 12.816 10.249
H 6.334 14.050 11.581
H 8.663 12.921 12.315
H 7.260 12.023 12.452
H 8.672 9.985 11.957
C 5.372 21.211 7.388
C 5.231 20.545 8.758
C 6.260 19.495 9.068
O 6.543 19.774 10.423
C 5.935 20.967 10.857
O 6.230 21.426 11.964
O 5.301 21.517 9.845
H 4.655 22.020 7.249
H 5.201 20.660 6.464
H 6.365 21.658 7.341
H 4.259 20.059 8.676
H 7.030 19.550 8.299
H 5.770 18.538 8.886
C 7.077 10.498 20.196
C 6.652 11.030 18.797
C 7.819 11.429 17.859
O 7.376 10.804 16.628
C 6.381 9.947 16.872
O 5.892 9.185 15.999
O 6.134 9.909 18.229
H 8.099 10.122 20.155
H 6.273 9.858 20.560
H 7.043 11.303 20.930
H 5.887 11.796 18.923
H 8.772 10.965 18.114
H 7.938 12.504 17.726
C 16.264 14.325 10.633
C 17.713 13.854 10.544
C 18.298 13.215 9.242
O 19.422 14.055 9.003
C 19.395 15.157 9.661
O 20.068 16.171 9.543
O 18.489 14.977 10.701
H 16.082 14.774 11.609
H 15.575 13.491 10.498
H 16.061 15.072 9.866
H 18.023 13.308 11.435
H 17.457 13.101 8.558
H 18.536 12.156 9.346
C 10.712 4.227 10.918
C 9.920 3.881 12.193
C 9.901 5.034 13.179
O 8.556 5.569 13.175
C 7.846 4.819 12.251
O 6.716 4.934 11.836
O 8.592 3.782 11.778
H 11.762 3.983 11.076
H 10.708 5.259 10.566
H 10.316 3.702 10.048
H 10.237 2.952 12.666
H 10.528 5.842 12.803
H 10.343 4.655 14.100
C 17.577 7.203 14.831
C 16.394 7.745 13.987
C 16.429 9.244 13.799
O 16.625 9.456 12.399
C 16.622 8.286 11.785
O 16.630 8.125 10.566
O 16.670 7.290 12.705
H 18.554 7.490 14.441
H 17.601 6.114 14.803
H 17.484 7.561 15.857
H 15.363 7.480 14.220
H 17.235 9.757 14.323
H 15.420 9.564 14.058
C 11.390 16.722 12.355
C 11.934 17.826 13.202
C 10.863 18.784 13.849
O 10.994 18.585 15.231
C 11.999 17.668 15.470
O 12.377 17.313 16.602
O 12.591 17.289 14.314
H 11.259 15.801 12.922
H 12.144 16.646 11.571
H 10.435 16.939 11.877
H 12.656 18.457 12.684
H 9.865 18.471 13.542
H 11.041 19.808 13.522
C 3.625 9.282 10.706
C 2.782 10.290 11.431
O 2.388 11.137 10.422
S 1.926 10.218 9.079
O 2.082 10.976 7.860
O 0.703 9.512 9.360
O 3.237 9.258 9.299
H 3.348 8.297 11.082
H 4.685 9.491 10.847
H 3.355 10.929 12.103
H 1.865 9.938 11.904
C 12.063 7.312 21.355
C 13.589 7.181 21.371
O 14.096 7.314 20.040
S 12.942 7.975 18.993
O 12.693 7.138 17.799
O 13.295 9.343 18.749
O 11.709 7.843 20.071
H 11.724 7.881 22.221
H 11.644 6.306 21.321
H 13.965 6.244 21.783
H 13.950 7.952 22.052
C 1.276 15.645 7.830
C 0.102 15.308 8.746
O -0.670 16.448 8.868
S 0.312 17.787 8.867
O 1.059 18.035 10.106
O -0.508 18.865 8.316
O 1.331 17.079 7.745
H 0.844 15.247 6.911
H 2.249 15.247 8.116
H 0.302 14.924 9.747
H -0.559 14.637 8.197
*
```

Mulliken atomic charge list, values in e, 99 entries:
1 N -0.457
2 H 0.359
3 H 0.401
4 H 0.376
5 H 0.302
6 N -0.438
7 H 0.383
8 H 0.400
9 H 0.329
10 H 0.313
11 N -0.438
12 H 0.379
13 H 0.247
14 H 0.369
15 H 0.382
16 C -0.204
17 O -0.176
18 O -0.908
19 C 0.867
20 F -0.301
21 F -0.264
22 F -0.261
23 C -0.274
24 C -1.122
25 H 0.281
26 H 0.243
27 H 0.379
28 H 0.336
29 H 0.312
30 H 0.175
31 C -1.518
32 C 0.589
33 C -0.312
34 O -0.314
35 C 0.630
36 O -0.556
37 O -0.329
38 H 0.362
39 H 0.370
40 H 0.381
41 H 0.131
42 H 0.293
43 H 0.270
44 C -1.189
45 C 0.400
46 C -0.414
47 O -0.230
48 C 0.604
49 O -0.613
50 O -0.335
51 H 0.235
52 H 0.344
53 H 0.360
54 H 0.303
55 H 0.262
56 H 0.275
57 C -1.341
58 C 0.410
59 C -0.328
60 O -0.299
61 C 0.647
62 O -0.535
63 O -0.376
64 H 0.365
65 H 0.346
66 H 0.334
67 H 0.239
68 H 0.237
69 H 0.304
70 C -1.380
71 C 0.427
72 C -0.391
73 O -0.246
74 C 0.584
75 O -0.561
76 O -0.382
77 H 0.391
78 H 0.241
79 H 0.372
80 H 0.384
81 H 0.245
82 H 0.325
83 C -1.394
84 C 0.428
85 C -0.483
86 O -0.294
87 C 0.687
88 O -0.640
89 O -0.361
90 H 0.355
91 H 0.358
92 H 0.389
93 H 0.318
94 H 0.341
95 H 0.293
96 C -1.219
97 C 0.384
98 C -0.369
99 O -0.306



Record 3
A structure of composition C34H66N12O4S3SeV. Source: the OMol25 dataset; level of theory: ωB97M-V/def2-TZVPD.

Geometry as ORCA input:
```
! RIJCOSX wB97M-V def2-TZVPD def2/J DEFGRID3
* xyz 0 4
V -0.435 0.748 0.081
C -2.641 2.106 3.982
N -2.131 3.174 3.151
C -2.512 4.518 3.541
C -1.646 2.892 1.884
N -0.655 2.065 1.685
C 0.118 1.643 2.868
C 1.510 1.231 2.455
N 1.582 0.097 1.492
C 2.995 0.052 1.013
C 3.319 0.885 -0.204
N 2.981 2.283 -0.039
C 3.555 3.154 -0.759
N 3.326 4.524 -0.530
C 2.615 4.810 0.709
C 2.691 5.183 -1.674
N 4.456 2.863 -1.788
C 3.981 2.042 -2.892
C 5.542 3.763 -2.113
C 1.297 -1.166 2.185
C -0.204 -1.502 2.262
N -0.578 -2.450 1.246
C -0.826 -3.673 1.496
N -0.742 -4.372 2.743
C 0.534 -4.339 3.438
C -1.912 -4.256 3.594
N -1.266 -4.467 0.470
C -1.280 -5.919 0.583
C -1.265 -3.915 -0.881
N -2.210 3.590 0.872
C -3.663 3.712 0.809
C -1.562 3.706 -0.431
H -2.177 2.098 4.972
H -3.724 2.212 4.115
H -2.455 1.148 3.506
H -3.594 4.608 3.692
H -2.020 4.789 4.478
H -2.210 5.226 2.773
H 0.219 2.469 3.577
H -0.381 0.834 3.408
H 1.989 2.081 1.975
H 2.078 0.976 3.359
H 3.656 0.306 1.854
H 3.203 -0.974 0.717
H 4.382 0.743 -0.442
H 2.729 0.462 -1.021
H 1.660 4.272 0.779
H 3.224 4.524 1.567
H 2.430 5.883 0.753
H 3.251 4.987 -2.586
H 1.662 4.830 -1.823
H 2.677 6.260 -1.509
H 3.005 1.620 -2.656
H 3.870 2.650 -3.799
H 4.674 1.223 -3.113
H 5.777 4.395 -1.261
H 6.429 3.179 -2.372
H 5.308 4.410 -2.970
H 1.780 -1.967 1.631
H 1.737 -1.148 3.192
H -0.452 -1.807 3.278
H -0.790 -0.589 2.080
H 1.346 -4.298 2.714
H 0.647 -3.490 4.123
H 0.651 -5.252 4.026
H -2.814 -4.311 2.984
H -1.936 -5.084 4.305
H -1.946 -3.321 4.168
H -1.994 -6.272 1.325
H -1.577 -6.316 -0.387
H -0.301 -6.331 0.835
H -1.188 -2.828 -0.836
H -0.411 -4.285 -1.456
H -2.187 -4.196 -1.397
H -4.116 3.437 1.756
H -4.044 3.040 0.037
H -3.949 4.737 0.563
H -1.947 4.609 -0.910
H -0.487 3.799 -0.305
H -1.768 2.855 -1.082
C 2.536 -0.706 -3.961
N 3.733 -1.249 -3.313
C 5.043 -1.052 -3.713
C 5.825 -1.710 -2.839
N 4.978 -2.307 -1.912
C 5.412 -3.098 -0.775
C 3.679 -2.020 -2.202
Se 2.127 -2.501 -1.339
H 2.827 -0.301 -4.927
H 2.075 0.062 -3.345
H 1.796 -1.491 -4.081
H 5.296 -0.472 -4.583
H 6.895 -1.819 -2.794
H 6.228 -3.751 -1.082
H 4.565 -3.691 -0.439
H 5.745 -2.458 0.043
C -6.983 -2.563 -3.772
C -5.945 -2.147 -2.760
C -5.414 -3.067 -1.858
C -4.448 -2.686 -0.939
C -4.031 -1.364 -0.916
C -4.518 -0.430 -1.813
C -5.474 -0.836 -2.731
S -2.857 -0.873 0.321
C -3.972 -0.992 1.700
O -2.652 0.654 0.193
H -7.313 -3.587 -3.603
H -6.583 -2.503 -4.787
H -7.857 -1.911 -3.729
H -5.753 -4.096 -1.882
H -4.013 -3.416 -0.265
H -4.113 0.573 -1.813
H -5.850 -0.119 -3.454
H -4.874 -0.427 1.464
H -3.457 -0.564 2.560
H -4.201 -2.041 1.887
O -2.038 0.991 -2.728
S -0.776 0.270 -2.592
O -0.321 -0.375 -3.801
O -0.837 -0.696 -1.404
S 0.628 1.593 -1.882
*
```

Properties
Energy above the lowest of the compared OMol25 structures with the same formula, charge and spin in kcal/mol: 8.2

Mulliken atomic charge list, values in e, 99 entries:
1 V 0.751
2 C -0.633
3 N 0.613
4 C -1.205
5 C -0.562
6 N 1.374
7 C -0.895
8 C -1.860
9 N 2.663
10 C -2.628
11 C 0.458
12 N -0.050
13 C 0.075
14 N -0.011
15 C -0.821
16 C -0.946
17 N 0.504
18 C -0.888
19 C -1.098
20 C -1.810
21 C 0.500
22 N 0.509
23 C -0.624
24 N 0.375
25 C -1.063
26 C -0.905
27 N 0.874
28 C -1.149
29 C -0.712
30 N 0.285
31 C -1.048
32 C -0.777
33 H 0.231
34 H 0.332
35 H -0.208
36 H 0.350
37 H 0.346
38 H 0.364
39 H 0.692
40 H 0.020
41 H 0.376
42 H 0.425
43 H 0.219
44 H 0.568
45 H 0.964
46 H -0.662
47 H 0.100
48 H 0.308
49 H 0.349
50 H 0.229
51 H 0.177
52 H 0.475
53 H -0.148
54 H 0.340
55 H 0.120
56 H 0.357
57 H 0.305
58 H 0.376
59 H 0.462
60 H 0.128
61 H 0.331
62 H -0.962
63 H 0.320
64 H 0.311
65 H 0.344
66 H 0.268
67 H 0.330
68 H 0.219
69 H 0.279
70 H 0.457
71 H 0.294
72 H -0.180
73 H 0.379
74 H 0.516
75 H 0.390
76 H 0.156
77 H 0.310
78 H 0.392
79 H -0.001
80 H 0.168
81 C -1.059
82 N 0.580
83 C -0.582
84 C -0.630
85 N 0.325
86 C -0.956
87 C -0.151
88 Se -0.407
89 H 0.222
90 H 0.269
91 H 0.532
92 H 0.537
93 H 0.510
94 H 0.379
95 H 0.292
96 H 0.289
97 C -1.540
98 C 1.084
99 C -0.870



Number 1: total energy -122390.1955 eV. Number 2: total energy -146950.4302 eV. Number 3: total energy -185939.4538 eV.